(1)
The following is a DFT calculation (ωB97M-V/def2-TZVPD) of the molecule C10H11NO2.

```
24
Properties=species:S:1:pos:R:3:forces:R:3:lowdin_charge:R:1
C -3.1013 -0.0433 -0.9134 0.7 0.0 0.4 -0.086
C -2.5377 -1.2885 -1.0326 -2.5 -1.0 -3.4 -0.115
C -2.4404 0.8684 -0.1648 -1.4 2.5 2.3 -0.108
C -1.3503 -1.6018 -0.5444 2.6 -3.4 1.5 -0.047
C -1.3186 0.5514 0.5576 0.2 -0.9 0.1 -0.048
C -0.7537 -0.7637 0.4197 0.3 1.6 -0.9 -0.223
C 1.4367 -0.1611 1.5361 -0.3 4.9 1.1 -0.150
C 0.4768 -1.0999 0.9756 1.3 -0.4 0.6 -0.016
C 2.0932 0.5200 0.3109 -2.2 -2.3 0.1 -0.177
C 1.5138 1.6914 -0.3200 2.0 1.5 -2.5 -0.043
N 2.8244 -0.3446 -0.4962 3.6 -0.5 -1.5 -0.355
O 3.3532 0.1307 -1.5457 -1.2 -0.5 1.1 0.005
O 3.1978 -1.4635 -0.0863 -1.1 0.7 0.1 0.016
H -3.9901 0.2839 -1.3409 -1.6 -0.1 -0.9 0.092
H -3.0153 -1.9811 -1.7401 0.1 0.1 0.4 0.120
H -3.0216 1.8005 0.1607 1.2 -1.0 -1.0 0.139
H -0.8647 -2.6612 -0.7939 -1.0 2.5 0.7 0.171
H -0.9809 1.3134 1.2471 0.4 -0.4 0.1 0.107
H 1.0012 0.8393 2.1189 0.7 -2.8 -1.2 0.171
H 2.1906 -0.5865 2.1490 0.5 -0.6 0.6 0.097
H 0.9384 -2.0927 0.9668 -0.8 0.1 -0.6 0.129
H 2.2143 1.9448 -1.2990 -2.1 -0.6 2.5 0.153
H 1.7050 2.4558 0.4180 -0.4 0.9 0.1 0.080
H 0.4290 1.6884 -0.5832 0.7 -0.3 0.2 0.086
```
Positions in Å, forces in eV/Å.

Summary:
HOMO level (alpha / beta)	-7.70 / -8.94	eV
lowest unoccupied orbital energy (alpha / beta)	-1.7 / -1.1	eV
charge	0
maximum force	5.04	eV/Å
multiplicity	1

***

(2)
The following is a DFT calculation (ωB97M-V/def2-TZVPD) of a 6-piece molecular cluster, C36H37BBrF5O4 overall.

```
84
Properties=species:S:1:pos:R:3:forces:R:3:lowdin_charge:R:1
C -1.5891 -1.3520 -1.5264 0.0 0.3 -0.2 -0.100
C -0.8418 -0.4740 -2.5382 0.2 0.1 0.8 -0.129
B -0.2789 0.8323 -1.8715 -0.7 -0.7 -0.2 -0.555
O -0.9418 1.4438 -0.8249 0.2 0.0 -0.4 0.160
O 0.8940 1.3691 -2.4137 0.5 0.4 0.6 0.229
C 1.7592 2.0068 -1.5994 0.7 -0.9 1.2 -0.567
O 2.0585 1.6319 -0.4805 -0.5 0.7 -1.7 0.131
O 2.3293 3.0406 -2.2527 -1.0 0.0 0.0 0.005
C 2.4745 4.2620 -1.5388 1.1 -0.2 0.0 -0.633
Br 0.9742 4.6433 -0.3694 -0.2 0.1 -0.1 0.856
C 3.8305 4.3520 -0.8366 -0.3 0.5 0.6 -0.235
C 3.8715 4.0995 0.6747 0.6 -0.3 -0.4 -0.130
H -1.8932 -2.2912 -1.9738 0.0 -0.2 0.0 0.062
H -2.4877 -0.8403 -1.1991 -0.2 0.0 0.2 0.071
H -0.9819 -1.5389 -0.6481 0.1 -0.2 0.2 0.078
H 0.0041 -1.0058 -2.9498 0.0 -0.2 -0.4 0.084
H -1.5438 -0.2291 -3.3325 0.1 0.1 -0.4 0.112
H -1.3914 2.2209 -1.1625 -0.1 0.5 0.3 0.107
H 2.4229 5.0208 -2.3030 -0.2 0.1 -0.2 0.095
H 4.5317 3.7148 -1.3602 -0.1 -0.3 -0.2 0.117
H 4.1738 5.3696 -1.0047 0.1 0.2 -0.1 0.107
H 3.1148 3.4044 1.0088 -0.2 0.0 0.1 0.033
H 3.8262 5.0360 1.2136 -0.3 0.1 0.2 0.069
H 4.8286 3.6473 0.9190 0.2 0.0 0.1 0.068
F -1.7707 8.2460 2.9137 0.0 0.0 0.0 0.058
C -2.4401 7.1756 2.4419 -0.1 -0.1 -0.1 -0.306
C -1.7300 6.1419 1.8672 0.2 0.0 0.0 -0.027
C -2.4195 5.0363 1.3941 -0.1 0.1 0.0 -0.087
C -3.8036 4.9835 1.4888 0.0 0.0 0.0 -0.099
C -4.4986 6.0373 2.0663 0.1 -0.1 0.0 -0.086
C -3.8155 7.1428 2.5539 -0.1 0.1 0.1 -0.020
H -0.6518 6.2055 1.7998 0.0 0.0 0.0 0.096
H -1.8735 4.2118 0.9544 0.0 0.0 0.0 0.083
H -4.3388 4.1202 1.1172 0.0 0.0 0.0 0.103
H -5.5768 5.9995 2.1407 0.0 0.0 0.0 0.106
H -4.3372 7.9701 3.0163 0.0 0.0 0.0 0.119
F -0.2774 -2.7544 -4.4178 0.0 -0.1 -0.1 0.051
C -1.0210 -3.7179 -4.9989 -0.1 -0.1 -0.1 -0.282
C -1.0290 -4.9807 -4.4426 0.1 0.0 0.2 -0.009
C -1.8015 -5.9661 -5.0381 0.0 0.0 -0.1 -0.074
C -2.5424 -5.6812 -6.1769 0.0 0.0 0.0 -0.094
C -2.5155 -4.4042 -6.7198 0.0 -0.1 0.1 -0.085
C -1.7529 -3.4084 -6.1271 0.0 0.1 -0.1 -0.018
H -0.4393 -5.1843 -3.5585 0.0 0.0 0.0 0.118
H -1.8227 -6.9597 -4.6111 0.0 0.0 0.0 0.088
H -3.1404 -6.4542 -6.6400 0.0 0.0 0.0 0.101
H -3.0896 -4.1806 -7.6085 0.0 0.0 0.0 0.104
H -1.7224 -2.4047 -6.5293 0.0 0.0 0.0 0.117
F 7.3647 0.7156 2.7659 0.0 0.0 0.0 0.052
C 6.0914 0.7502 3.2110 -0.1 0.0 0.0 -0.289
C 5.8606 0.8013 4.5706 0.1 0.0 0.1 -0.022
C 4.5498 0.8412 5.0228 0.0 0.0 -0.1 -0.086
C 3.4967 0.8225 4.1185 0.0 0.0 0.0 -0.092
C 3.7541 0.7667 2.7557 0.0 0.0 0.0 -0.079
C 5.0612 0.7343 2.2930 0.0 0.0 -0.2 -0.021
H 6.6961 0.8094 5.2576 0.0 0.0 0.0 0.115
H 4.3515 0.8876 6.0849 0.0 0.0 0.0 0.102
H 2.4762 0.8521 4.4753 0.0 0.0 0.0 0.099
H 2.9365 0.7511 2.0471 0.0 0.0 0.0 0.099
H 5.2828 0.6986 1.2346 0.0 0.0 0.0 0.119
F -0.2211 -8.1845 -2.4104 0.0 0.0 0.0 0.053
C -0.5770 -9.3436 -3.0002 -0.1 -0.2 -0.1 -0.294
C 0.4071 -10.2281 -3.3923 0.2 0.1 0.0 -0.016
C 0.0335 -11.4183 -3.9983 -0.1 0.0 0.0 -0.082
C -1.3076 -11.7057 -4.2103 0.0 0.0 0.0 -0.096
C -2.2803 -10.8004 -3.8116 0.1 0.0 0.0 -0.083
C -1.9170 -9.6107 -3.1981 -0.1 0.2 0.1 -0.030
H 1.4469 -9.9831 -3.2232 0.0 0.0 0.0 0.118
H 0.7936 -12.1233 -4.3054 0.0 0.0 0.0 0.105
H -1.5934 -12.6339 -4.6858 0.0 0.0 0.0 0.101
H -3.3261 -11.0187 -3.9782 0.0 0.0 0.0 0.105
H -2.6614 -8.8955 -2.8734 0.0 0.0 0.0 0.117
F -2.7574 2.0513 5.0545 0.0 0.0 0.0 0.056
C -2.1044 3.1531 5.4762 0.1 0.1 0.0 -0.282
C -2.5165 4.3889 5.0224 -0.2 0.0 -0.1 -0.010
C -1.8428 5.5184 5.4613 0.1 0.0 0.1 -0.078
C -0.7707 5.4002 6.3348 0.0 0.0 0.0 -0.091
C -0.3731 4.1454 6.7757 -0.1 0.1 -0.1 -0.085
C -1.0444 3.0089 6.3486 0.1 -0.1 0.1 -0.020
H -3.3488 4.4615 4.3345 0.0 0.0 0.0 0.107
H -2.1573 6.4940 5.1185 0.0 0.0 0.0 0.096
H -0.2458 6.2844 6.6700 0.0 0.0 0.0 0.101
H 0.4639 4.0489 7.4536 0.0 0.0 0.0 0.103
H -0.7550 2.0221 6.6841 0.0 0.0 0.0 0.115
```
Positions in Å, forces in eV/Å.

Summary:
HOMO level	-9.11	eV
lowest unoccupied orbital energy	0.4	eV
SMILES	CCB(O)OC(=O)O[C@@H](Br)CC.Fc1ccccc1.Fc1ccccc1.Fc1ccccc1.Fc1ccccc1.Fc1ccccc1
charge	0
maximum force	1.89	eV/Å
multiplicity	1

***

(3)
The following is a DFT calculation (ωB97M-V/def2-TZVPD) of C12H19Br2Cl2O3PSi2 as an isolated structure.

```
41
Properties=species:S:1:pos:R:3:forces:R:3:lowdin_charge:R:1
O -2.6545 -0.0450 3.0039 1.0 0.2 -1.1 -0.563
P -1.4300 0.6180 2.3816 -2.5 0.3 2.5 0.593
Si -0.3875 -0.7392 0.9533 -0.2 -1.2 -1.6 0.402
C 0.5276 0.1511 -0.4576 1.5 -0.1 -0.9 -0.262
C 1.9544 0.7424 -0.0164 -1.1 0.4 0.9 -0.187
C 1.6669 1.7314 1.1865 -0.1 0.6 -0.2 -0.238
C 2.2494 1.5218 2.5007 -1.6 2.1 -0.5 -0.050
C 1.8888 2.4693 3.5627 -0.8 0.0 -1.9 -0.078
C 0.9716 3.5615 3.2817 0.0 -0.5 -1.3 -0.092
C 0.3990 3.7790 1.9435 1.4 -2.2 -0.1 -0.087
C 0.7436 2.8497 0.8786 1.1 -0.4 2.7 -0.066
C 0.6995 -1.9626 1.9398 -0.4 -0.8 0.6 -0.194
C 0.7051 -1.7627 3.4828 1.1 0.3 0.0 -0.840
O 1.6395 -1.2930 4.0581 -0.5 -0.2 -0.5 -0.013
Br -0.8072 -2.3084 4.6474 0.3 0.0 -1.0 0.695
O -1.6330 -1.6719 0.1962 0.2 2.5 -0.1 -0.428
Si -2.8365 -0.6569 -0.4934 -0.2 -1.6 0.9 0.127
Br -3.2319 -1.1105 -2.6674 0.4 0.2 0.7 0.296
H -0.5702 0.9974 3.4736 0.2 0.1 -0.9 0.008
H -1.8712 1.8407 1.7863 0.8 -0.2 -0.1 -0.008
H 0.7553 -0.5943 -1.2788 -0.5 0.5 0.8 0.087
H -0.0935 0.9482 -0.9579 0.5 -0.8 0.7 0.071
H 2.6177 -0.1020 0.3196 -0.6 0.9 -0.3 0.100
H 2.4521 1.2726 -0.8750 -0.5 -0.5 0.9 0.118
H 2.9342 0.6625 2.6930 -0.7 0.9 -0.2 0.109
H 2.3062 2.2965 4.5772 -0.5 0.3 -0.8 0.104
H 0.6436 4.2882 4.0666 0.6 -0.9 -0.6 0.100
H -0.3143 4.5982 1.7100 0.7 -0.6 0.5 0.101
H 0.3277 2.9444 -0.1477 0.4 0.0 0.9 0.108
H 0.3056 -2.9970 1.7368 0.3 1.0 0.0 0.101
H 1.7591 -1.8966 1.5778 -0.9 -0.1 0.5 0.093
H -2.5444 0.7717 -0.2694 0.4 0.0 -0.4 -0.048
H -4.0706 -0.9319 0.2621 0.0 -0.1 -0.3 -0.035
Cl -1.7138 -0.9124 -7.0088 0.0 0.0 0.0 0.534
C -0.8235 -2.4496 -6.8739 0.0 -0.1 0.0 -0.666
C -0.4815 -2.7870 -5.4410 -0.1 -0.2 0.0 -0.667
Cl 0.7314 -1.6744 -4.7584 0.0 0.1 0.0 0.524
H 0.0705 -2.3772 -7.4925 0.0 0.1 0.1 0.068
H -1.4659 -3.2252 -7.2923 0.0 0.0 0.1 0.072
H -0.0559 -3.7896 -5.3883 0.0 0.1 -0.1 0.073
H -1.3631 -2.7573 -4.8011 0.1 0.1 0.0 0.039
```
Positions in Å, forces in eV/Å.

Summary:
HOMO level	-9.24	eV
lowest unoccupied orbital energy	0.3	eV
charge	0
maximum force	3.54	eV/Å
multiplicity	1

***

(4)
The following is a DFT calculation (ωB97M-V/def2-TZVPD) of a 3-piece molecular cluster, C3H10O2 overall.

```
15
Properties=species:S:1:pos:R:3:forces:R:3:lowdin_charge:R:1
C -0.1761 2.2296 1.0556 0.5 -0.7 -1.2 -0.017
C 0.8879 1.8333 1.7311 -0.5 0.7 0.6 -0.238
C 1.3043 0.3943 1.7423 0.2 0.6 0.3 -0.103
H -0.4841 3.2482 0.8766 -0.1 0.1 0.4 0.052
H -0.5599 1.4356 0.4259 -0.8 0.3 -0.1 0.033
H 1.3613 2.5766 2.3687 0.5 -0.3 0.0 0.089
H 0.4602 -0.2266 1.4870 0.0 -0.2 -0.3 0.034
H 2.1443 0.2104 1.0779 0.0 -0.1 -0.2 0.080
H 1.6163 0.1354 2.7348 0.3 -0.4 0.6 0.063
O -1.5272 -0.7636 0.2127 -0.2 -0.1 -0.1 -0.058
H -1.1493 -1.1455 1.0095 -0.1 -0.1 0.0 0.023
H -2.4723 -0.9416 0.2812 0.1 0.0 0.0 0.045
O -0.0828 -2.6738 -4.0433 -0.1 0.1 0.1 -0.063
H -0.8306 -2.2068 -3.6511 0.1 -0.1 -0.1 0.032
H 0.5954 -2.6358 -3.3618 0.0 0.0 0.0 0.030
```
Positions in Å, forces in eV/Å.

Summary:
HOMO level	-9.59	eV
lowest unoccupied orbital energy	0.5	eV
SMILES	C=CC.O.O
charge	0
maximum force	1.48	eV/Å
multiplicity	1

***

(5)
The following is a DFT calculation (ωB97M-V/def2-TZVPD) of the molecule C4H3ClN2S.

```
11
Properties=species:S:1:pos:R:3:forces:R:3:lowdin_charge:R:1
S 1.4511 2.7796 -0.3816 -0.1 -0.3 0.1 0.592
C 0.6227 1.3825 -0.0617 0.1 0.4 -0.2 -0.906
N -0.3024 1.2514 0.9410 -0.4 -0.6 0.4 0.069
C -0.9166 0.1130 1.1245 0.0 0.2 0.0 -0.126
C -0.6919 -1.0489 0.3154 -0.1 0.2 0.2 -0.661
Cl -1.5512 -2.5141 0.6157 0.1 0.1 0.0 0.679
C 0.2130 -0.9338 -0.6847 0.1 0.5 0.2 -0.087
N 0.8327 0.2698 -0.8511 0.3 -0.7 -0.7 0.041
H -1.6589 0.0551 1.9447 0.5 0.1 -0.5 0.125
H 0.4936 -1.7425 -1.3461 -0.1 0.1 0.0 0.133
H 1.5080 0.3880 -1.6162 -0.4 0.0 0.6 0.143
```
Positions in Å, forces in eV/Å.

Summary:
HOMO level	-8.36	eV
lowest unoccupied orbital energy	-0.5	eV
SMILES	S=c1ncc(Cl)c[nH]1
charge	0
maximum force	0.99	eV/Å
multiplicity	1

***

(6)
The following is a DFT calculation (ωB97M-V/def2-TZVPD) of a 2-piece molecular cluster, C2H6OS overall.

```
10
Properties=species:S:1:pos:R:3:forces:R:3:lowdin_charge:R:1
C -2.4851 -0.6487 -0.3641 -0.3 0.3 -0.8 0.003
C -1.3076 -0.0605 -0.2018 -0.6 -1.1 0.4 -0.281
O -0.8705 0.2781 1.0457 -0.8 0.0 -0.1 0.001
H -2.8285 -0.8134 -1.3779 0.2 -0.2 0.0 0.048
H -3.2064 -0.9101 0.3929 0.2 0.2 0.4 0.056
H -0.6354 0.0109 -1.0482 0.2 0.5 0.1 0.107
H 0.0669 0.3465 1.0564 1.1 0.2 0.0 0.062
S 3.9044 0.1237 -0.2484 -0.2 0.1 0.2 0.482
H 2.8247 0.5192 0.4371 -0.2 -0.2 -0.1 -0.252
H 4.5375 1.1544 0.3083 0.4 0.1 -0.1 -0.226
```
Positions in Å, forces in eV/Å.

Summary:
HOMO level	-9.14	eV
lowest unoccupied orbital energy	0.4	eV
SMILES	C=CO.S
charge	0
maximum force	1.31	eV/Å
multiplicity	1

***

(7)
The following is a DFT calculation (ωB97M-V/def2-TZVPD) of a 2-piece molecular cluster, C4H11N2 overall.

```
17
Properties=species:S:1:pos:R:3:forces:R:3:lowdin_charge:R:1
C -0.9657 -0.5796 -0.9704 -2.1 0.9 3.4 -0.153
C 0.3110 -0.8212 -0.2654 -2.9 0.7 -1.5 -0.161
C -2.3759 -0.6121 -0.2506 1.8 -1.3 0.8 -0.022
C 1.3125 -1.7102 0.1935 -0.3 -3.4 -2.0 0.042
N 1.1981 2.3508 0.7207 3.3 -0.3 -2.0 0.056
N 0.0028 0.3964 -0.4257 0.2 -2.7 -0.4 0.230
H -1.0511 -0.5648 -1.9741 0.3 -0.4 -3.4 0.097
H -2.2476 -1.5557 0.4330 -1.0 1.9 -0.8 0.111
H -3.1893 -0.7931 -0.9960 0.7 0.3 0.8 0.086
H -2.4870 0.3638 0.3409 -0.1 -1.7 -0.8 0.103
H 1.7811 -2.2534 -0.7305 -0.8 1.0 1.6 0.172
H 1.0451 -2.5001 0.9216 -0.3 0.6 -0.5 0.132
H 1.9385 -1.0384 0.5807 3.6 1.8 1.9 0.045
H 0.9819 3.2626 0.4460 -1.2 2.0 -0.2 0.037
H 1.1361 2.2947 1.6958 -0.2 0.0 1.8 0.043
H 0.3684 1.3310 -0.2156 0.7 1.3 0.8 0.069
H 2.2410 2.4291 0.4962 -1.5 -0.8 0.6 0.115
```
Positions in Å, forces in eV/Å.

Summary:
HOMO level	-15.16	eV
lowest unoccupied orbital energy	-3.9	eV
charge	+1
maximum force	4.46	eV/Å
multiplicity	1

***

(8)
The following is a DFT calculation (ωB97M-V/def2-TZVPD) of C6H9P as an isolated structure.

```
16
Properties=species:S:1:pos:R:3:forces:R:3:lowdin_charge:R:1
C -0.0361 0.5251 1.5187 1.7 -2.7 0.9 -0.043
C -0.0106 1.0433 0.2656 -0.7 -0.5 2.4 -0.478
C -1.0664 0.4194 -0.5438 -1.0 0.9 -1.2 -0.201
C 1.2424 1.2712 -0.3439 -1.2 -0.8 -4.8 -0.301
C -1.1686 -1.0540 -0.0720 -1.0 -1.0 -1.0 -0.221
C 0.1024 -1.0729 0.7376 -0.5 4.5 -0.1 -0.411
P 1.6717 -0.6033 -0.2359 -0.2 -0.8 0.2 0.991
H 0.8454 0.6203 2.2375 -1.1 0.4 -1.1 0.077
H -1.8993 1.0739 -0.3005 -0.7 -0.4 -0.5 0.116
H -0.7700 0.5994 -1.5925 -0.7 -0.6 0.1 0.111
H 1.1150 1.5485 -1.4435 0.6 -0.1 1.3 0.104
H 1.9205 1.8525 0.1260 2.3 1.6 1.6 0.038
H -2.0555 -1.3760 0.5841 1.2 0.9 -1.0 0.127
H -1.2258 -1.7276 -1.0228 0.4 0.9 1.7 0.120
H 0.3497 -1.8239 1.3601 0.3 -2.7 2.2 0.029
H 0.9852 -1.2960 -1.2745 0.8 0.6 -0.8 -0.059
```
Positions in Å, forces in eV/Å.

Summary:
HOMO level (alpha / beta)	-7.62 / -7.62	eV
lowest unoccupied orbital energy (alpha / beta)	-0.1 / -0.1	eV
charge	0
maximum force	5.05	eV/Å
multiplicity	1